Here is C11H14ClN2O3S as an isolated structure at a distorted geometry from the OMol25 dataset. Energies are from ωB97M-V with the def2-TZVPD basis set.

Calculated values
Kohn-Sham gap = 0.1919 hartree
HOMO level = -0.1285 Ha

Geometry as ORCA input:
```
! RIJCOSX wB97M-V def2-TZVPD def2/J DEFGRID3
* xyz -1 1
C -2.802 1.319 -1.670
C -1.395 0.942 -1.275
O -0.478 1.094 -2.390
C 0.830 1.293 -1.924
C 1.491 0.007 -1.368
C 1.312 -0.245 0.110
C 0.887 -1.433 0.649
C 0.504 -2.656 -0.170
O -0.742 -3.192 0.297
O -1.673 -2.129 0.208
C 0.777 -1.632 2.066
C 1.074 -0.672 2.979
C 1.496 0.596 2.490
N 1.812 1.652 3.226
S 2.205 2.816 2.172
N 2.016 2.027 0.794
C 1.607 0.788 1.071
H -3.063 0.760 -2.579
H -2.898 2.392 -1.785
H -3.474 0.973 -0.818
H -1.398 -0.116 -1.005
H -1.048 1.542 -0.428
H 0.896 2.135 -1.234
H 1.409 1.578 -2.811
H 2.569 0.094 -1.552
H 1.141 -0.813 -1.988
H 1.271 -3.428 -0.103
H 0.341 -2.398 -1.215
H -1.982 -1.997 1.116
H 0.453 -2.600 2.430
H 0.983 -0.891 4.035
Cl -4.123 2.193 0.672
*
```


Here is a single C11H14ClN3O2S2 molecule from the OMol25 dataset. Energies are from ωB97M-V with the def2-TZVPD basis set.

Calculated values
Kohn-Sham gap = 0.3171 hartree
Structure (SMILES) = O=C(NNC(=S)NC[C@H]1CCCO1)c1ccc(Cl)s1
HOMO level = -0.3134 Ha

Geometry as ORCA input:
```
! RIJCOSX wB97M-V def2-TZVPD def2/J DEFGRID3
* xyz 0 1
O 2.707 1.469 0.206
C 3.049 0.320 -0.031
N 2.127 -0.631 -0.346
N 0.785 -0.285 -0.215
C -0.080 -1.220 0.261
N -1.321 -0.823 0.585
H -2.006 -1.553 0.733
C -1.866 0.498 0.385
H -1.264 1.244 0.915
H -1.881 0.751 -0.683
C -3.299 0.513 0.951
H -3.248 0.390 2.038
C -4.072 1.762 0.521
H -4.880 1.950 1.228
H -3.438 2.643 0.465
C -4.637 1.342 -0.839
H -3.968 1.641 -1.645
C -4.714 -0.191 -0.738
H -5.743 -0.551 -0.660
H -4.240 -0.677 -1.599
O -4.046 -0.577 0.456
H -5.614 1.781 -1.028
S 0.383 -2.811 0.368
H 0.699 0.703 0.017
H 2.255 -1.640 -0.257
C 4.440 -0.122 -0.070
C 4.988 -1.349 -0.338
C 6.390 -1.353 -0.264
C 6.889 -0.124 0.065
S 5.654 1.064 0.286
Cl 8.535 0.277 0.256
H 7.004 -2.216 -0.441
H 4.415 -2.224 -0.585
*
```


Here is C11H14ClNO6PPdS2 as an isolated structure from the OMol25 dataset. Energies are from ωB97M-V with the def2-TZVPD basis set.

Calculated values
Kohn-Sham gap (alpha / beta) = 0.2335 / 0.2403 hartree
HOMO level (alpha / beta) = -0.0515 / -0.0871 Ha
<S²> = 3.762

Geometry as ORCA input:
```
! RIJCOSX wB97M-V def2-TZVPD def2/J DEFGRID3
* xyz -2 4
Pd 0.088 0.598 0.580
C 3.651 1.649 2.196
C 3.374 0.182 1.950
O 3.370 -0.077 0.537
P 1.988 -0.621 -0.131
S 2.227 -0.729 -2.071
S -0.511 -0.231 2.612
O 2.014 -2.119 0.560
C 0.843 -2.923 0.560
C 0.804 -3.861 -0.632
H 3.676 1.852 3.270
H 2.872 2.267 1.749
H 4.612 1.937 1.763
H 2.417 -0.101 2.393
H 4.151 -0.453 2.386
H -0.047 -2.279 0.588
H 0.860 -3.485 1.498
H 0.795 -3.293 -1.562
H -0.091 -4.488 -0.588
H 1.685 -4.506 -0.642
N -6.044 -0.532 -3.541
C -5.080 -0.351 -2.934
C -3.886 -0.139 -2.178
C -2.815 -1.026 -2.300
C -1.666 -0.818 -1.554
C -1.540 0.257 -0.668
C -2.627 1.143 -0.577
C -3.784 0.956 -1.314
H -2.888 -1.865 -2.982
H -0.838 -1.508 -1.683
H -2.561 2.008 0.073
H -4.609 1.652 -1.231
O -1.294 4.580 1.460
Cl -0.091 4.184 0.768
O 0.773 5.327 0.612
O -0.426 3.637 -0.519
O 0.598 3.175 1.551
*
```


Energy per entry: -44112.7389, -54392.0809, -72365.3602 eV